[1]
The following is a quantum chemistry calculation of 2 unconnected molecules or ions with the total composition CH3NSi at a distorted geometry, from the Open Molecules 2025 dataset.

Cartesian coordinates (Å):
C  -1.03  0.50  1.52
N  -1.63  1.34  2.04
Si  0.45  -0.37  -0.79
H  1.42  0.46  -0.12
H  1.21  -1.67  -0.60
H  -0.42  -0.26  -2.04

Summary:
Net charge: 0
Energy relative to the best compared isomer or geometry (same formula, charge and spin) (kJ/mol): 7.9
LUMO (spin up / spin down) (eV): 0.81 / -4.83
Spin multiplicity: 3
⟨S²⟩: 2.01



[2]
The following is a quantum chemistry calculation of a gas-phase ion, CH3O2S2 (charge -1) at a distorted geometry, from the Open Molecules 2025 dataset.

Cartesian coordinates (Å):
C  -0.42  0.44  -0.46
O  2.13  -0.28  -0.80
O  0.79  -1.97  0.46
S  -1.00  1.22  1.13
S  1.19  -0.55  0.34
H  -1.27  0.02  -1.00
H  0.14  1.11  -1.03
H  -1.57  0.00  1.35

Summary:
Net charge: -1
Energy relative to the best compared isomer or geometry (same formula, charge and spin) (kJ/mol): 156.0
LUMO (eV): 3.46



[3]
The following is a quantum chemistry calculation of 2 unconnected molecules or ions with the total composition CH3O3S at a distorted geometry, from the Open Molecules 2025 dataset.

Cartesian coordinates (Å):
C  1.38  -0.01  0.12
O  -1.66  0.33  -1.46
O  -1.58  -1.38  0.35
O  -1.58  1.03  0.95
S  -1.26  0.01  -0.06
H  1.17  0.99  -0.35
H  1.75  -0.27  1.13
H  1.77  -0.71  -0.67

Summary:
Net charge: -1
Energy relative to the best compared isomer or geometry (same formula, charge and spin) (kJ/mol): 219.9
LUMO (spin up / spin down) (eV): 3.98 / 4.00



[4]
The following is a quantum chemistry calculation of a molecular structure, CH3O3SY at a distorted geometry, from the Open Molecules 2025 dataset.

Cartesian coordinates (Å):
S  3.19  1.57  0.34
O  3.38  0.05  0.61
O  1.57  1.64  0.01
C  -1.90  -0.58  -0.34
O  -0.89  -0.20  0.54
Y  1.22  -0.44  0.67
H  -1.48  -0.90  -1.32
H  -2.51  -1.41  0.05
H  -2.58  0.27  -0.55

Summary:
Net charge: +1
LUMO (spin up / spin down) (eV): -5.98 / -6.21
Spin multiplicity: 2
⟨S²⟩: 0.75



Which value of net charge does entry 1 give? 0



What is the net charge in the second record? -1